one:
The molecule C3H4O3. Source: OMol25; level of theory: ωB97M-V/def2-TZVPD.

The value obtained for the frontier orbital gap is 9.6 eV. The LUMO energy is 0.266 eV.

The geometry in ORCA input format:
```
! RIJCOSX wB97M-V def2-TZVPD def2/J DEFGRID3
* xyz 0 1
C 0.91 -0.64 -1.29
O 0.65 0.07 -0.08
C -0.59 0.48 0.06
O -1.51 0.37 -0.68
C -0.77 0.20 2.26
O -0.72 1.11 1.30
H 1.99 -0.81 -1.30
H 0.37 -1.58 -1.30
H 0.61 -0.03 -2.15
H -0.94 0.83 3.17
*
```

The molecule's natural (NBO) atomic charges, reported in e, are given here: atom 1 (C): -0.259, atom 2 (O): -0.483, atom 3 (C): 0.996, atom 4 (O): -0.563, atom 5 (C): 0.119, atom 6 (O): -0.495, atom 7 (H): 0.204, atom 8 (H): 0.201, atom 9 (H): 0.200, atom 10 (H): 0.080

two:
The molecule C3H4O3. Source: OMol25; level of theory: ωB97M-V/def2-TZVPD.

The value obtained for the frontier orbital gap is 10.0 eV. The SMILES is O=C(O)/C=C/O. The LUMO energy is 0.487 eV.

The geometry in ORCA input format:
```
! RIJCOSX wB97M-V def2-TZVPD def2/J DEFGRID3
* xyz 0 1
O -1.06 -1.97 0.47
C -1.14 -0.86 0.01
O -2.28 0.09 0.16
C -0.15 0.10 -0.41
C 1.03 0.11 0.24
O 2.08 0.85 -0.22
H -2.28 0.92 -0.34
H -0.29 0.62 -1.35
H 1.23 -0.48 1.13
H 2.87 0.63 0.31
*
```

The molecule's natural (NBO) atomic charges, reported in e, are given here: atom 1 (O): -0.516, atom 2 (C): 0.801, atom 3 (O): -0.762, atom 4 (C): -0.458, atom 5 (C): 0.204, atom 6 (O): -0.668, atom 7 (H): 0.491, atom 8 (H): 0.234, atom 9 (H): 0.187, atom 10 (H): 0.487

three:
The molecule C3H4O3. Source: OMol25; level of theory: ωB97M-V/def2-TZVPD.

The value obtained for the frontier orbital gap (alpha / beta) is 8.3 / 8.2 eV. The LUMO energy (alpha / beta) is 0.591 / 0.631 eV.

The geometry in ORCA input format:
```
! RIJCOSX wB97M-V def2-TZVPD def2/J DEFGRID3
* xyz 0 1
O 0.51 2.63 0.00
C 0.86 1.64 0.57
C -0.16 -1.94 -0.41
O -0.97 -0.94 -0.66
C -0.91 0.25 -0.16
O 0.20 0.45 0.62
H 1.79 1.53 1.15
H -0.45 -2.88 -0.86
H 0.61 -1.79 0.33
H -1.49 1.05 -0.58
*
```

The molecule's natural (NBO) atomic charges, reported in e, are given here: atom 1 (O): -0.558, atom 2 (C): 0.647, atom 3 (C): -0.176, atom 4 (O): -0.359, atom 5 (C): 0.305, atom 6 (O): -0.523, atom 7 (H): 0.126, atom 8 (H): 0.177, atom 9 (H): 0.172, atom 10 (H): 0.189

four:
The molecule C3H4O3. Source: OMol25; level of theory: ωB97M-V/def2-TZVPD.

The value obtained for the frontier orbital gap is 10.3 eV. The SMILES is O=CC(O)C=O. The LUMO energy is 0.240 eV.

The geometry in ORCA input format:
```
! RIJCOSX wB97M-V def2-TZVPD def2/J DEFGRID3
* xyz 0 1
O 0.57 -1.50 1.62
C 0.60 -0.48 0.99
C -0.52 0.00 0.07
O -0.93 1.31 0.39
C -0.01 -0.13 -1.36
O 1.03 -0.68 -1.61
H 1.46 0.22 1.03
H -1.39 -0.65 0.20
H -0.16 1.83 0.65
H -0.65 0.30 -2.16
*
```

The molecule's natural (NBO) atomic charges, reported in e, are given here: atom 1 (O): -0.478, atom 2 (C): 0.430, atom 3 (C): -0.116, atom 4 (O): -0.681, atom 5 (C): 0.417, atom 6 (O): -0.495, atom 7 (H): 0.105, atom 8 (H): 0.216, atom 9 (H): 0.472, atom 10 (H): 0.130

Which structure loses on stability? three does.

one:
C3H4O3 as an isolated structure. Source: OMol25; level of theory: ωB97M-V/def2-TZVPD.

The value obtained for the frontier orbital gap is 9.5 eV. The LUMO energy is -0.051 eV.

The geometry in ORCA input format:
```
! RIJCOSX wB97M-V def2-TZVPD def2/J DEFGRID3
* xyz 0 1
C -1.24 -0.19 -0.11
C -0.29 -0.84 0.82
C 0.17 0.03 -0.35
O -2.37 0.05 -0.29
O 0.71 1.64 0.29
O 0.84 -0.28 -1.47
H -0.25 -0.17 1.73
H -0.04 -1.95 0.71
H 1.58 1.27 0.69
H 0.89 0.44 -2.01
*
```

The molecule's natural (NBO) atomic charges, reported in e, are given here: atom 1 (C): 0.533, atom 2 (C): -0.588, atom 3 (C): 0.436, atom 4 (O): -0.435, atom 5 (O): -0.795, atom 6 (O): -0.659, atom 7 (H): 0.293, atom 8 (H): 0.261, atom 9 (H): 0.453, atom 10 (H): 0.500

two:
C3H4O3 as an isolated structure. Source: OMol25; level of theory: ωB97M-V/def2-TZVPD.

The value obtained for the frontier orbital gap is 9.4 eV. The LUMO energy is 0.646 eV.

The geometry in ORCA input format:
```
! RIJCOSX wB97M-V def2-TZVPD def2/J DEFGRID3
* xyz 0 1
C -0.29 -0.35 -1.42
C -0.04 0.09 0.01
C 0.67 -0.58 0.93
O -0.82 0.46 -2.09
O -0.90 1.10 0.38
O 0.98 -0.02 2.05
H 0.16 -1.40 -2.19
H 1.34 -1.45 0.68
H -1.40 1.37 -0.48
H 0.30 0.79 2.14
*
```

The molecule's natural (NBO) atomic charges, reported in e, are given here: atom 1 (C): 0.384, atom 2 (C): 0.041, atom 3 (C): 0.163, atom 4 (O): -0.580, atom 5 (O): -0.722, atom 6 (O): -0.636, atom 7 (H): 0.131, atom 8 (H): 0.196, atom 9 (H): 0.519, atom 10 (H): 0.505

three:
The molecule C3H4O3. Source: OMol25; level of theory: ωB97M-V/def2-TZVPD.

The value obtained for the frontier orbital gap is 11.4 eV. The SMILES is O=C1COCO1. The LUMO energy is 0.762 eV.

The geometry in ORCA input format:
```
! RIJCOSX wB97M-V def2-TZVPD def2/J DEFGRID3
* xyz 0 1
O 2.03 -1.13 -0.44
C 0.97 -0.61 -0.22
C 0.69 0.82 0.19
O -0.70 0.88 0.40
C -1.27 -0.34 -0.02
O -0.22 -1.24 -0.30
H 1.02 1.51 -0.59
H 1.23 1.06 1.12
H -1.87 -0.20 -0.93
H -1.88 -0.75 0.79
*
```

The molecule's natural (NBO) atomic charges, reported in e, are given here: atom 1 (O): -0.543, atom 2 (C): 0.760, atom 3 (C): -0.192, atom 4 (O): -0.518, atom 5 (C): 0.235, atom 6 (O): -0.487, atom 7 (H): 0.208, atom 8 (H): 0.215, atom 9 (H): 0.157, atom 10 (H): 0.167

Which structure loses on stability? one does.

one:
The molecule C3H4O3. Source: OMol25; level of theory: ωB97M-V/def2-TZVPD.

The value obtained for the frontier orbital gap is 9.5 eV. The LUMO energy is 0.202 eV.

The geometry in ORCA input format:
```
! RIJCOSX wB97M-V def2-TZVPD def2/J DEFGRID3
* xyz 0 1
O 1.38 1.30 -0.32
C 0.07 1.31 -0.32
C -0.39 -1.32 -0.27
O -0.89 -0.59 0.85
C -0.44 0.68 0.93
O -0.61 1.36 1.91
H 1.68 1.78 -1.12
H -0.27 -0.66 -1.14
H 0.58 -1.76 -0.01
H -1.11 -2.09 -0.52
*
```

The molecule's natural (NBO) atomic charges, reported in e, are given here: atom 1 (O): -0.617, atom 2 (C): 0.191, atom 3 (C): -0.267, atom 4 (O): -0.484, atom 5 (C): 0.635, atom 6 (O): -0.543, atom 7 (H): 0.503, atom 8 (H): 0.186, atom 9 (H): 0.188, atom 10 (H): 0.207

two:
A 2-piece molecular cluster, C3H4O3 overall. Source: OMol25; level of theory: ωB97M-V/def2-TZVPD.

The value obtained for the frontier orbital gap is 9.3 eV. The LUMO energy is -0.881 eV.

The geometry in ORCA input format:
```
! RIJCOSX wB97M-V def2-TZVPD def2/J DEFGRID3
* xyz 0 1
C -0.12 -0.22 0.04
C 1.09 0.85 0.11
C -1.16 -0.13 -0.77
H 0.03 -1.73 1.96
H 0.63 -0.98 -0.35
H 1.48 1.01 -0.99
H -2.10 0.68 -0.42
O -0.54 -0.53 1.47
O 1.76 1.57 0.88
O -1.07 -0.51 -1.93
*
```

The molecule's natural (NBO) atomic charges, reported in e, are given here: atom 1 (C): -0.130, atom 2 (C): 0.431, atom 3 (C): 0.389, atom 4 (H): 0.480, atom 5 (H): 0.238, atom 6 (H): 0.110, atom 7 (H): 0.133, atom 8 (O): -0.697, atom 9 (O): -0.480, atom 10 (O): -0.474

three:
The molecule C3H4O3. Source: OMol25; level of theory: ωB97M-V/def2-TZVPD.

The value obtained for the frontier orbital gap (alpha / beta) is 7.8 / 7.8 eV. The LUMO energy (alpha / beta) is -1.375 / -1.375 eV.

The geometry in ORCA input format:
```
! RIJCOSX wB97M-V def2-TZVPD def2/J DEFGRID3
* xyz 0 1
C 0.11 0.83 0.05
C -1.20 0.24 0.10
C 1.02 -0.24 -0.37
O -0.93 -0.88 -0.60
O 1.58 -1.31 0.19
O 1.44 0.34 -1.36
H 0.86 -1.82 0.60
H 0.43 1.84 0.31
H -2.09 0.82 -0.18
H -1.22 0.18 1.25
*
```

The molecule's natural (NBO) atomic charges, reported in e, are given here: atom 1 (C): 0.144, atom 2 (C): -0.139, atom 3 (C): 0.752, atom 4 (O): -0.781, atom 5 (O): -0.653, atom 6 (O): -0.476, atom 7 (H): 0.521, atom 8 (H): 0.217, atom 9 (H): 0.214, atom 10 (H): 0.202

Which structure loses on stability? two does.

one:
The molecule C13H20N4O3S. Source: OMol25; level of theory: ωB97M-V/def2-TZVPD.

The value obtained for the frontier orbital gap is 9.1 eV. The SMILES is COCCNC(=O)NC(=O)CSc1nc(C)c(C)c(C)n1. The LUMO energy is 0.398 eV.

The geometry in ORCA input format:
```
! RIJCOSX wB97M-V def2-TZVPD def2/J DEFGRID3
* xyz 0 1
C -4.66 -0.24 4.46
O -4.14 -0.97 3.44
C -4.51 -0.61 2.24
C -4.01 0.80 1.66
N -2.67 0.75 1.56
C -1.78 0.96 0.46
O -2.20 1.18 -0.72
N -0.38 0.72 0.73
C 0.37 0.65 1.86
O -0.20 0.70 3.00
C 2.01 0.75 1.74
S 2.55 -0.75 0.99
C 2.21 -0.68 -0.84
N 1.47 0.47 -1.22
C 1.19 0.41 -2.41
C 0.19 1.39 -3.00
C 1.93 -0.22 -3.51
C 1.84 -0.42 -4.83
C 2.65 -1.19 -2.98
C 3.60 -2.14 -3.79
N 2.97 -1.27 -1.64
H -5.68 -0.38 4.36
H -4.12 -0.78 5.34
H -4.42 0.90 4.49
H -5.60 -0.76 2.02
H -3.99 -1.07 1.41
H -4.36 1.59 2.25
H -4.15 1.02 0.81
H -2.10 0.68 2.44
H 0.18 0.83 -0.09
H 2.47 0.75 2.58
H 1.94 1.51 0.84
H -0.47 1.59 -2.25
H 0.70 2.52 -2.87
H -0.09 1.43 -3.95
H 0.81 -0.64 -5.20
H 2.48 -0.56 -5.59
H 1.78 0.85 -5.06
H 4.02 -2.86 -3.05
H 2.95 -2.87 -4.30
H 4.27 -1.85 -4.37
*
```

The molecule's natural (NBO) atomic charges, reported in e, are given here: atom 1 (C): -0.248, atom 2 (O): -0.513, atom 3 (C): -0.063, atom 4 (C): -0.235, atom 5 (N): -0.615, atom 6 (C): 0.808, atom 7 (O): -0.659, atom 8 (N): -0.701, atom 9 (C): 0.693, atom 10 (O): -0.640, atom 11 (C): -0.596, atom 12 (S): 0.240, atom 13 (C): 0.333, atom 14 (N): -0.547, atom 15 (C): 0.365, atom 16 (C): -0.672, atom 17 (C): -0.163, atom 18 (C): -0.610, atom 19 (C): 0.273, atom 20 (C): -0.633, atom 21 (N): -0.476, atom 22 (H): 0.167, atom 23 (H): 0.205, atom 24 (H): 0.163, atom 25 (H): 0.149, atom 26 (H): 0.194, atom 27 (H): 0.170, atom 28 (H): 0.204, atom 29 (H): 0.426, atom 30 (H): 0.436, atom 31 (H): 0.236, atom 32 (H): 0.265, atom 33 (H): 0.264, atom 34 (H): 0.220, atom 35 (H): 0.224, atom 36 (H): 0.238, atom 37 (H): 0.256, atom 38 (H): 0.195, atom 39 (H): 0.236, atom 40 (H): 0.214, atom 41 (H): 0.198

two:
The molecule C13H20N4O3S. Source: OMol25; level of theory: ωB97M-V/def2-TZVPD.

The value obtained for the frontier orbital gap is 9.4 eV. The SMILES is CCc1nnc(NC(=O)CCC(=O)NC[C@H]2CCCO2)s1. The LUMO energy is 0.458 eV.

The geometry in ORCA input format:
```
! RIJCOSX wB97M-V def2-TZVPD def2/J DEFGRID3
* xyz 0 1
C -4.87 -2.24 0.78
C -4.31 -1.87 -0.59
C -3.64 -0.54 -0.56
N -4.03 0.48 -1.22
N -3.29 1.57 -1.03
C -2.31 1.38 -0.21
N -1.42 2.36 0.12
C -0.38 2.14 0.98
O -0.27 1.09 1.59
C 0.62 3.27 1.09
C 1.38 3.41 -0.24
C 1.64 2.03 -0.83
O 0.89 1.52 -1.63
N 2.76 1.42 -0.37
C 3.16 0.10 -0.80
C 3.20 -0.92 0.35
C 1.81 -1.30 0.86
C 1.39 -2.38 -0.13
C 2.73 -3.01 -0.53
O 3.77 -2.13 -0.11
S -2.22 -0.24 0.44
H -5.60 -1.50 1.11
H -5.35 -3.21 0.74
H -4.07 -2.28 1.52
H -3.59 -2.63 -0.91
H -5.11 -1.82 -1.33
H -1.48 3.21 -0.41
H 0.11 4.20 1.34
H 1.30 3.02 1.90
H 0.78 3.96 -0.97
H 2.31 3.96 -0.08
H 3.32 1.87 0.33
H 4.15 0.15 -1.25
H 2.44 -0.21 -1.56
H 3.85 -0.54 1.15
H 1.89 -1.72 1.87
H 1.12 -0.46 0.89
H 0.90 -1.93 -1.00
H 0.71 -3.10 0.30
H 2.89 -3.97 -0.02
H 2.81 -3.17 -1.61
*
```

The molecule's natural (NBO) atomic charges, reported in e, are given here: atom 1 (C): -0.594, atom 2 (C): -0.450, atom 3 (C): 0.043, atom 4 (N): -0.260, atom 5 (N): -0.301, atom 6 (C): 0.203, atom 7 (N): -0.611, atom 8 (C): 0.700, atom 9 (O): -0.604, atom 10 (C): -0.487, atom 11 (C): -0.485, atom 12 (C): 0.674, atom 13 (O): -0.627, atom 14 (N): -0.611, atom 15 (C): -0.257, atom 16 (C): 0.100, atom 17 (C): -0.446, atom 18 (C): -0.441, atom 19 (C): -0.073, atom 20 (O): -0.529, atom 21 (S): 0.379, atom 22 (H): 0.213, atom 23 (H): 0.212, atom 24 (H): 0.205, atom 25 (H): 0.216, atom 26 (H): 0.236, atom 27 (H): 0.425, atom 28 (H): 0.232, atom 29 (H): 0.235, atom 30 (H): 0.230, atom 31 (H): 0.223, atom 32 (H): 0.393, atom 33 (H): 0.203, atom 34 (H): 0.233, atom 35 (H): 0.177, atom 36 (H): 0.209, atom 37 (H): 0.253, atom 38 (H): 0.212, atom 39 (H): 0.219, atom 40 (H): 0.176, atom 41 (H): 0.175

Which structure loses on stability? one does.

one:
The molecule C3H5NS. Source: OMol25; level of theory: ωB97M-V/def2-TZVPD.

The value obtained for the frontier orbital gap is 8.1 eV. The SMILES is Cn1ccs1. The LUMO energy is -0.232 eV.

The geometry in ORCA input format:
```
! RIJCOSX wB97M-V def2-TZVPD def2/J DEFGRID3
* xyz 0 1
C 1.15 0.22 -0.31
N -0.27 0.03 -0.71
C -1.19 -0.46 0.23
C -2.35 0.20 0.03
S -1.28 1.18 -1.67
H 1.79 0.24 -1.10
H 1.30 1.20 0.22
H 1.26 -0.70 0.24
H -0.68 -1.22 0.82
H -3.35 -0.06 -0.01
*
```

The molecule's natural (NBO) atomic charges, reported in e, are given here: atom 1 (C): -0.398, atom 2 (N): -0.497, atom 3 (C): -0.073, atom 4 (C): -0.228, atom 5 (S): 0.183, atom 6 (H): 0.201, atom 7 (H): 0.191, atom 8 (H): 0.202, atom 9 (H): 0.218, atom 10 (H): 0.201

two:
The molecule C3H5NS. Source: OMol25; level of theory: ωB97M-V/def2-TZVPD.

The value obtained for the frontier orbital gap is 9.0 eV. The SMILES is S=CN1CC1. The LUMO energy is 0.558 eV.

The geometry in ORCA input format:
```
! RIJCOSX wB97M-V def2-TZVPD def2/J DEFGRID3
* xyz 0 1
S 1.84 0.19 0.07
C 0.52 -0.77 -0.10
N -0.70 -0.25 -0.36
C -1.38 0.97 0.00
C -2.04 -0.39 0.23
H 0.53 -1.84 0.00
H -0.95 1.62 0.78
H -1.71 1.49 -0.88
H -2.13 -0.79 1.23
H -2.84 -0.70 -0.44
*
```

The molecule's natural (NBO) atomic charges, reported in e, are given here: atom 1 (S): -0.135, atom 2 (C): -0.060, atom 3 (N): -0.397, atom 4 (C): -0.225, atom 5 (C): -0.231, atom 6 (H): 0.197, atom 7 (H): 0.225, atom 8 (H): 0.210, atom 9 (H): 0.208, atom 10 (H): 0.209

Which structure loses on stability? one does.